# 1
15
Properties=species:S:1:pos:R:3:forces:R:3 method="wB97M-V/def2-TZVPD" lumo_energy_ev=0.94 orbital_gap_ev=9.9 total_charge=0 smiles=C[C@H]1N[C@H]1CO de_lowest_kj_mol=448.7
O -0.1291 -0.9447 1.6781 0.026 -0.136 -0.086
N -0.1575 -1.1502 -0.9138 -0.761 -0.684 0.869
C 1.4602 0.9523 -0.0507 0.055 -0.044 -0.004
C -0.8884 0.0060 -0.4582 -0.505 -0.231 -0.019
C 0.3815 0.5435 -1.0204 0.522 -1.688 0.316
C -1.0958 -0.1327 1.0580 -0.245 0.359 -0.009
H 0.1238 -1.6024 1.0041 -0.079 0.132 0.145
H -1.0813 0.8414 1.5548 -0.002 -0.023 -0.045
H -1.8135 0.2479 -0.9755 -0.040 0.012 0.032
H 2.4401 0.9749 -0.5327 -0.109 -0.067 0.076
H 0.6878 -0.2432 -1.7855 0.344 2.182 -1.334
H -2.1019 -0.5608 1.1931 0.159 0.106 -0.005
H 1.4823 0.3209 0.8433 0.116 0.124 -0.114
H -0.5655 -1.4043 -1.8272 0.567 0.167 0.298
H 1.2423 1.9764 0.2864 -0.050 -0.208 -0.119

***

# 2
44
Properties=species:S:1:pos:R:3:forces:R:3 method="wB97M-V/def2-TZVPD" lumo_energy_ev=-0.24 orbital_gap_ev=8.5 total_charge=0 smiles="Cc1nc([N+](=O)[O-])c(Sc2nc3ccccc3n2C)n1Cc1ccccc1" de_lowest_kj_mol=250.3
S -1.2966 1.2093 1.6748 0.069 -0.181 0.071
O -4.9130 0.9787 -1.1704 -0.142 -0.095 -0.049
O -3.4490 2.2388 -0.2178 -0.100 0.268 0.088
N 0.6050 1.6686 -0.2393 0.311 -0.075 0.220
N 1.3832 0.8041 1.6776 -0.269 -0.105 0.537
N -3.3818 -1.2140 -0.6777 -0.465 0.192 -0.253
N -3.8945 1.1478 -0.5424 -0.435 0.696 -0.305
N -1.6061 -1.3235 0.6332 -0.523 0.063 -0.187
C 2.4384 0.9978 0.8274 -0.140 0.361 -0.696
C -3.1299 0.0217 -0.1747 1.407 -1.475 0.552
C 0.7272 -1.4921 -0.9550 -0.140 -0.040 0.110
C -2.0094 -0.0186 0.6438 -0.456 0.800 -0.051
C 1.9884 -2.3063 0.9091 -0.064 -0.059 -0.079
C 2.8143 1.8062 -1.4521 -0.054 0.100 -0.153
C -0.4380 -1.8572 1.2768 0.487 -0.236 0.237
C 3.1292 -2.3260 0.1303 -0.026 -0.113 0.064
C 3.0754 -1.9231 -1.1938 0.017 -0.014 -0.127
C -2.4605 -1.9999 -0.1956 0.004 0.162 0.057
C 4.6331 1.0171 -0.0552 0.171 -0.054 0.152
C 1.8731 -1.5073 -1.7334 0.104 -0.043 -0.062
C 0.3366 1.2035 1.0161 -0.198 0.060 0.202
C 1.9620 1.5330 -0.3932 0.420 -0.220 0.396
C 4.1533 1.5392 -1.2596 -0.036 0.067 -0.143
C -2.3328 -3.4432 -0.4931 0.060 -0.082 0.048
C -0.3172 2.2074 -1.1976 -0.258 0.153 -0.346
C 0.7773 -1.8860 0.3734 -0.059 -0.042 -0.065
C 3.7936 0.7390 1.0004 -0.066 0.119 -0.068
H -0.2115 -1.2375 2.1513 -0.096 -0.128 -0.092
H -0.5365 1.4738 -1.9788 -0.029 0.039 0.023
H 5.6917 0.8288 0.0438 0.101 -0.020 0.015
H 4.0651 -2.6504 0.5586 0.104 -0.021 0.051
H 1.8211 -1.1912 -2.7646 0.009 0.033 -0.099
H 2.0327 -2.6058 1.9453 0.037 -0.028 0.168
H 3.9679 -1.9285 -1.8001 0.095 0.009 -0.053
H 4.1579 0.3369 1.9313 0.060 -0.070 0.129
H -3.0890 -3.7104 -1.2245 -0.007 -0.015 -0.017
H -0.2044 -1.1675 -1.3982 -0.103 0.051 -0.008
H 2.4481 2.2102 -2.3836 -0.014 0.039 -0.123
H 4.8515 1.7398 -2.0584 0.054 0.024 -0.074
H -1.3440 -3.6702 -0.8895 0.052 -0.081 -0.028
H -2.4885 -4.0348 0.4088 0.008 -0.105 0.018
H -0.6650 -2.8713 1.6212 -0.028 0.139 0.003
H -1.2465 2.4923 -0.7011 0.139 -0.070 -0.067
H 0.1191 3.0920 -1.6617 -0.003 -0.006 0.006

***

# 3
56
Properties=species:S:1:pos:R:3:forces:R:3 method="wB97M-V/def2-TZVPD" lumo_energy_ev="0.05 / 0.04" multiplicity=2 orbital_gap_ev="5.2 / 7.4" total_charge=0 s2=0.77
Ce -0.9740 -0.4433 -0.1115 -0.845 -1.608 0.843
O 0.0744 0.2692 1.7970 0.826 -0.241 -0.354
N -1.9725 1.8701 0.0764 -0.512 0.998 -0.585
N -2.8453 4.0469 -0.7511 0.968 -1.621 -0.470
N 1.4469 -0.3508 -0.3028 -2.063 0.053 -1.604
N -1.9942 -2.1068 0.1761 0.427 2.688 -0.137
N -0.1999 -0.1207 -2.4241 0.130 -0.444 1.510
N 2.1429 -0.2936 0.8470 -0.038 0.839 1.527
C 2.0820 0.2505 3.1551 -1.602 -1.165 0.367
C -2.8039 -4.2285 -0.7501 0.134 0.593 0.082
C 1.3729 0.0712 1.8651 1.156 -0.874 -1.166
C 1.7603 0.9414 5.4573 -0.314 -0.151 -0.220
C 3.9526 0.3126 4.6352 0.972 -0.355 -1.013
C 2.0108 -0.1626 -1.5032 0.668 -0.122 0.478
C 1.1456 -0.0789 -2.6481 1.769 0.424 -0.229
C -0.6218 0.3348 -4.7245 -0.846 0.494 0.137
C 1.6451 0.2444 -3.9649 -1.658 -0.184 0.570
C 3.1487 0.8719 5.6160 -0.291 -0.010 0.332
C -2.9327 5.0441 0.2899 -1.840 1.175 0.017
C 3.5251 0.0076 -1.5199 -0.429 0.329 -0.180
C -1.7875 -3.4919 0.1760 1.342 -1.777 -0.748
C -0.3133 -3.7451 -0.3507 -0.528 -0.926 1.282
C 3.4175 -0.0543 3.3764 0.261 0.871 0.807
C 0.7503 0.5547 -4.9908 0.980 -0.884 2.962
C -1.8238 -4.1750 1.5485 -1.520 -0.591 0.961
C -2.3453 2.8853 -0.3493 -0.194 -0.362 0.129
C -1.0303 0.0247 -3.4262 -0.909 -0.069 -2.464
C -2.6314 4.4628 -2.1481 0.108 1.401 0.181
C 1.2325 0.5409 4.2269 0.026 1.281 0.724
H -1.9341 5.3191 -2.1172 -0.441 -0.139 -0.197
H 3.9724 -0.6760 -2.2369 0.175 0.025 -0.128
H -1.5637 -5.2491 1.4794 -0.290 0.426 -0.203
H 0.1509 0.6028 4.0689 0.532 -0.048 -0.113
H -2.8363 -4.1018 2.0297 0.602 -0.123 -0.624
H 3.9872 -0.4931 2.5614 0.116 0.254 0.273
H 0.0223 -4.7784 -0.1234 -0.218 0.453 -0.189
H -1.3603 0.4902 -5.5128 0.131 -0.103 0.337
H -3.5954 4.7601 -2.5677 0.180 0.126 0.027
H -2.0108 5.2279 0.8150 0.373 -0.143 0.254
H 3.6245 1.2246 6.5192 -0.063 -0.002 0.173
H 0.4011 -3.0912 0.1551 -0.008 0.117 0.097
H -2.6783 -4.0580 -1.8318 0.201 0.201 0.446
H -2.7620 -5.2783 -0.5689 0.304 -0.999 -0.011
H 1.0561 1.3206 6.2334 0.899 -0.408 -0.513
H 1.1571 1.0516 -5.8161 0.136 0.166 -1.614
H -1.1739 -3.7964 2.3238 0.580 0.644 -0.169
H -2.1744 3.7658 -2.8354 0.008 -0.792 0.430
H 3.8360 1.0487 -1.7596 -0.223 -0.606 0.054
H -3.2520 5.9895 -0.1844 0.238 -0.394 0.154
H 3.8811 -0.2352 -0.5114 -0.002 0.099 -0.406
H -3.7748 4.7774 0.9630 0.790 0.096 -0.093
H -0.2385 -3.6069 -1.3961 0.043 0.313 -1.260
H 2.7072 0.2191 -4.0517 0.554 0.439 -0.416
H -2.1071 -0.1683 -3.2446 0.617 0.251 0.035
H 5.0565 0.2198 4.8178 -1.250 -0.020 -0.178
H -3.8229 -3.9656 -0.4865 -0.162 0.405 0.096